# 1
{
  "formula": "C7H9N2S",
  "method": "ωB97M-V/def2-TZVPD",
  "species": ["C", "C", "C", "C", "C", "C", "C", "N", "N", "S", "H", "H", "H", "H", "H", "H", "H", "H", "H"],
  "xyz": [[-1.798, -2.793, 0.285], [-1.878, -1.574, 0.194], [3.285, -1.552, -0.246], [2.491, 0.581, 0.415], [2.020, -1.389, -0.411], [-1.044, 1.995, -0.287], [-1.958, -0.192, 0.120], [1.509, -0.203, -0.009], [-0.953, 0.574, -0.107], [4.012, -0.148, 0.317], [-1.504, -3.805, -0.093], [3.668, -2.437, -0.667], [2.333, 1.680, 0.568], [-1.551, 2.355, 0.656], [0.020, 2.483, -0.418], [-1.657, 2.172, -1.251], [-3.056, 0.231, 0.026], [1.373, -2.279, -0.613], [0.144, 0.151, -0.113]],
  "lowdin_charge": [0.19, -0.08, -0.40, -0.41, -0.26, -0.06, -0.10, -0.04, -0.03, 1.12, 0.09, 0.09, 0.11, 0.12, 0.12, 0.13, 0.19, 0.14, 0.09],
  "de_lowest_kj_mol": 315.0,
  "total_charge": 1,
  "homo_ha": -0.502,
  "e_tot_ev": -21210.2341
}


# 2
{
  "formula": "C7H9N3",
  "method": "ωB97M-V/def2-TZVPD",
  "species": ["C", "C", "N", "C", "C", "C", "N", "N", "C", "C", "H", "H", "H", "H", "H", "H", "H", "H", "H"],
  "xyz": [[0.774, 0.008, -1.606], [0.272, -0.536, -0.282], [1.082, -0.462, 0.728], [1.604, 0.611, 1.208], [0.895, 1.848, 1.291], [-0.520, 1.807, 1.163], [-1.077, 0.990, 0.375], [-2.173, 0.257, 0.567], [-2.097, -0.957, 0.176], [-0.814, -1.565, -0.210], [0.245, 0.874, -1.938], [0.786, -0.833, -2.283], [1.777, 0.380, -1.451], [2.583, 0.477, 1.658], [1.377, 2.742, 1.461], [-1.216, 2.479, 1.806], [-3.128, -1.509, 0.151], [-0.599, -2.443, 0.549], [-0.928, -2.104, -1.222]],
  "lowdin_charge": [0.00, -0.35, 0.06, -0.16, -0.07, -0.17, -0.04, 0.03, -0.16, -0.13, 0.08, 0.08, 0.08, 0.11, 0.05, 0.15, 0.14, 0.16, 0.14],
  "de_lowest_kj_mol": 423.0,
  "smiles": "C\\C1=N/C=C\\C=N\\N=C/C1",
  "homo_ha": -0.288,
  "e_tot_ev": -11871.1063
}


# 3
{
  "formula": "C7H9N3O",
  "method": "ωB97M-V/def2-TZVPD",
  "species": ["C", "C", "N", "N", "C", "C", "C", "C", "O", "C", "N", "H", "H", "H", "H", "H", "H", "H", "H", "H"],
  "xyz": [[0.841, -2.277, 0.952], [1.214, -0.956, 0.294], [2.511, -0.681, 0.062], [2.535, 0.555, -0.429], [1.272, 1.022, -0.648], [0.401, 0.060, -0.289], [-1.210, -0.010, -0.196], [-1.855, 1.150, -0.884], [-1.731, -0.277, 1.055], [-1.514, -1.069, -1.095], [-1.766, -1.802, -1.937], [-0.146, -2.294, 1.386], [0.975, -2.981, 0.170], [1.509, -2.495, 1.790], [3.365, 1.066, -0.639], [1.129, 2.007, -1.130], [-1.671, 2.082, -0.339], [-2.882, 1.083, -0.787], [-1.648, 1.131, -1.951], [-1.423, 0.550, 1.631]],
  "lowdin_charge": [-0.01, -0.27, 0.07, -0.03, -0.07, -0.10, -0.56, -0.02, 0.01, -0.20, 0.21, 0.06, 0.07, 0.08, 0.14, 0.13, 0.10, 0.07, 0.11, 0.19],
  "de_lowest_kj_mol": 156.7,
  "smiles": "Cc1n[nH]cc1[C@](C)(O)C#N",
  "homo_ha": -0.347,
  "e_tot_ev": -13920.9607
}


# 4
{
  "formula": "C7H9N3O2",
  "method": "ωB97M-V/def2-TZVPD",
  "species": ["C", "C", "C", "C", "C", "C", "C", "N", "N", "N", "O", "O", "H", "H", "H", "H", "H", "H", "H", "H", "H"],
  "xyz": [[-2.447, 1.752, 0.536], [-1.439, 1.727, 1.532], [-2.417, 0.848, -0.533], [-0.425, 0.794, 1.360], [-1.385, -0.072, -0.683], [-0.305, -0.087, 0.253], [0.753, -1.022, -0.021], [0.428, -2.146, -0.684], [2.380, -0.015, -1.614], [2.022, -0.959, 0.601], [2.666, -2.008, 0.356], [2.259, -0.151, 1.436], [-3.260, 2.390, 0.634], [-1.568, 2.247, 2.518], [-3.239, 0.913, -1.183], [0.400, 0.536, 2.026], [-1.483, -0.730, -1.558], [1.295, -2.832, -0.659], [0.131, -1.894, -1.680], [3.263, -0.284, -1.279], [2.370, 0.993, -1.357]],
  "lowdin_charge": [-0.07, -0.05, -0.07, -0.02, -0.01, -0.14, -0.27, 0.13, 0.12, -0.42, -0.02, 0.07, 0.08, 0.12, 0.09, 0.10, 0.11, 0.16, 0.13, -0.04, 0.02],
  "de_lowest_kj_mol": 690.4,
  "homo_ha": [-0.355, -0.292],
  "e_tot_ev": -15963.7618
}


# 5
{
  "formula": "C7H9N3O2",
  "method": "ωB97M-V/def2-TZVPD",
  "species": ["C", "O", "C", "O", "N", "C", "C", "C", "N", "C", "C", "N", "H", "H", "H", "H", "H", "H", "H", "H", "H"],
  "xyz": [[0.828, -2.968, 2.541], [0.837, -2.372, 1.242], [0.313, -1.149, 1.229], [-0.150, -0.580, 2.234], [0.363, -0.559, -0.036], [-0.214, 0.652, -0.448], [-0.794, 1.608, 0.401], [-1.221, 2.853, -0.124], [-1.142, 3.149, -1.434], [-0.572, 2.232, -2.193], [-0.145, 0.980, -1.816], [0.480, 0.047, -2.688], [1.363, -2.295, 3.215], [1.295, -3.927, 2.436], [-0.210, -3.018, 2.917], [0.718, -1.143, -0.734], [-0.870, 1.420, 1.478], [-1.603, 3.593, 0.556], [-0.452, 2.489, -3.230], [-0.141, -0.608, -3.127], [1.315, -0.405, -2.419]],
  "lowdin_charge": [-0.04, -0.02, -0.50, 0.06, 0.16, -0.16, 0.01, -0.12, 0.05, -0.12, -0.25, 0.08, 0.10, 0.09, 0.11, 0.11, 0.10, 0.10, 0.11, 0.09, 0.06],
  "de_lowest_kj_mol": 42.5,
  "smiles": "COC(=O)Nc1ccncc1N",
  "homo_ha": -0.334,
  "e_tot_ev": -15970.4772
}


# 6
{
  "formula": "C7H9N3O2",
  "method": "ωB97M-V/def2-TZVPD",
  "species": ["C", "C", "C", "C", "C", "C", "C", "N", "N", "N", "O", "O", "H", "H", "H", "H", "H", "H", "H", "H", "H"],
  "xyz": [[0.152, 2.074, 2.112], [1.285, 1.525, 1.507], [-1.101, 1.542, 1.789], [1.161, 0.405, 0.704], [-1.206, 0.352, 1.097], [-0.084, -0.235, 0.485], [-0.304, -1.472, -0.361], [-1.463, -1.951, -0.915], [0.947, -0.747, -2.694], [0.699, -2.413, -0.540], [0.410, -3.488, -1.094], [1.844, -2.170, -0.136], [0.053, 2.916, 2.840], [2.255, 1.842, 1.651], [-2.048, 1.770, 2.199], [2.039, 0.061, 0.322], [-2.164, -0.216, 0.908], [-1.382, -2.644, -1.639], [-2.279, -1.430, -1.026], [0.691, -1.711, -2.882], [1.875, -0.715, -2.271]],
  "lowdin_charge": [-0.06, -0.06, -0.09, -0.02, -0.05, -0.11, -0.17, 0.19, 0.12, -0.41, 0.00, 0.02, 0.12, 0.08, 0.09, 0.07, 0.13, 0.11, 0.09, -0.03, -0.01],
  "de_lowest_kj_mol": 663.2,
  "homo_ha": [-0.293, -0.360],
  "e_tot_ev": -15964.0439
}


# 7
{
  "formula": "C7H9N4OS",
  "method": "ωB97M-V/def2-TZVPD",
  "species": ["C", "C", "C", "C", "C", "C", "C", "N", "N", "N", "N", "O", "S", "H", "H", "H", "H", "H", "H", "H", "H", "H"],
  "xyz": [[1.073, 1.161, 1.039], [-0.684, 2.195, -0.263], [1.901, 2.192, 0.613], [0.146, 3.294, -0.487], [-0.241, 1.134, 0.541], [-1.200, 0.198, 0.936], [0.418, -1.991, -0.688], [1.434, 3.263, -0.084], [0.834, -3.222, -0.445], [-0.821, -1.637, -0.624], [-2.135, -0.305, 1.380], [1.328, -1.042, -1.023], [-1.986, -2.730, -0.017], [1.268, 0.278, 1.723], [-1.679, 2.383, -0.773], [2.854, 2.034, 0.966], [0.027, 4.249, -1.060], [0.269, -3.996, -0.236], [1.789, -3.300, -0.209], [-2.663, -1.267, 1.142], [0.899, -0.241, -1.419], [-2.831, -2.652, -1.012]],
  "lowdin_charge": [0.00, 0.01, -0.08, -0.10, -0.24, -0.06, -0.59, 0.10, 0.20, -0.31, 0.24, 0.10, 0.89, 0.16, 0.15, 0.09, 0.14, 0.07, 0.12, 0.05, 0.15, -0.10],
  "de_lowest_kj_mol": 226.0,
  "total_charge": 1,
  "homo_ha": -0.489,
  "e_tot_ev": -26238.8835
}


# 8
{
  "formula": "C7H9N5S2",
  "method": "ωB97M-V/def2-TZVPD",
  "species": ["C", "C", "C", "C", "C", "C", "C", "N", "N", "N", "N", "N", "S", "S", "H", "H", "H", "H", "H", "H", "H", "H", "H"],
  "xyz": [[1.975, 2.027, -2.558], [1.870, 2.160, -3.908], [0.350, 0.450, -2.830], [-0.029, -0.005, 2.192], [-2.260, -0.736, 1.444], [-0.837, -2.450, 2.268], [-1.091, -0.968, 2.466], [1.132, 1.140, -1.958], [0.920, 0.946, -0.649], [0.901, 0.530, 1.747], [1.755, 1.634, 0.110], [1.735, 1.328, 1.397], [0.632, 1.081, -4.439], [-0.823, -0.678, -2.468], [2.657, 2.478, -1.789], [2.474, 2.598, -4.696], [-2.078, -1.267, 0.512], [-2.314, 0.219, 1.107], [-3.260, -0.876, 1.789], [0.259, -2.645, 2.283], [-1.225, -2.916, 1.434], [-1.244, -3.085, 3.066], [-1.500, -0.964, 3.479]],
  "lowdin_charge": [-0.18, -0.38, -1.11, 0.12, -0.05, -0.08, -0.32, -0.24, 0.04, 0.02, 0.00, -0.05, 0.96, 0.52, 0.12, 0.07, 0.06, 0.04, 0.08, 0.10, 0.04, 0.09, 0.14],
  "homo_ha": -0.277,
  "e_tot_ev": -36519.3548
}